Here is 4 unconnected molecules or ions with the total composition C34H57ClN3O7PSi from OMol25. Energies are from ωB97M-V/def2-TZVPD.

Each line ends with the Mulliken charge.
Atoms and positions in Å:
C (-0.7007, 4.5510, -0.4619)  -1.16
C (-0.7814, 3.3735, -1.3969)  -0.07
C (-0.4562, 3.4751, -2.7354)  -1.03
C (-0.5285, 2.3567, -3.5562)  -0.58
C (-0.9018, 1.1083, -3.0897)  0.07
C (-0.9703, -0.1122, -3.9971)  1.08
C (-0.1684, -1.3030, -3.4342)  -1.11
C (-0.4355, 0.1961, -5.4039)  -1.89
C (-1.2545, 1.0267, -1.7344)  1.70
O (-1.7006, -0.2060, -1.3223)  -0.25
C (-2.0634, -0.4819, 0.0060)  -1.21
C (-1.0536, -1.3904, 0.7550)  1.10
C (-1.7891, -2.2492, 1.7828)  -1.45
C (-2.7767, -1.5071, 2.7140)  -0.60
C (-4.0957, -2.2796, 2.8495)  -0.70
C (-4.8176, -1.8815, 4.1086)  0.37
O (-5.1250, -0.7544, 4.3736)  -0.54
O (-5.1156, -2.9319, 4.9374)  -0.42
O (-0.4562, -2.2022, -0.2827)  -0.11
C (-0.0706, -3.5100, -0.0442)  0.21
O (-0.6591, -4.3919, -0.6018)  -0.57
C (1.1504, -3.7374, 0.7963)  -0.27
C (2.4191, -3.1609, 0.1671)  -0.27
O (3.5351, -3.7316, 0.8293)  -0.45
Si (4.9922, -3.6806, 0.0107)  0.56
C (6.2261, -4.4888, 1.1358)  -1.10
C (5.4116, -1.8919, -0.3375)  -1.10
C (4.9023, -4.6548, -1.5890)  -1.12
P (0.4295, -0.5591, 1.5962)  0.28
O (1.0278, 0.2485, 0.3123)  -0.41
Cl (-0.4828, 1.0002, 2.5790)  -0.23
C (-1.1961, 2.1366, -0.9140)  -0.86
H (-1.6733, 4.7464, -0.0068)  0.39
H (-0.3407, 5.4332, -0.9864)  -0.01
H (-0.0136, 4.3154, 0.3549)  0.33
H (-0.1321, 4.4240, -3.1434)  0.45
H (-0.2742, 2.4965, -4.5975)  0.34
H (-2.0196, -0.3962, -4.1206)  0.34
H (0.0259, -2.0221, -4.2307)  0.48
H (0.7784, -0.9396, -3.0296)  0.24
H (-0.7098, -1.8241, -2.6506)  0.11
H (-0.2880, -0.7301, -5.9572)  0.41
H (0.5513, 0.6613, -5.3257)  0.41
H (-1.0824, 0.8711, -5.9622)  0.39
H (-2.3144, 0.4024, 0.5861)  0.52
H (-2.9822, -1.0750, -0.0614)  0.19
H (-1.0571, -2.7534, 2.4205)  0.36
H (-2.3264, -3.0399, 1.2516)  0.64
H (-2.3323, -1.4425, 3.7091)  0.48
H (-2.9648, -0.4837, 2.4096)  0.38
H (-3.9008, -3.3512, 2.8665)  0.46
H (-4.7536, -2.0857, 1.9990)  0.21
H (-4.8597, -2.6708, 5.8322)  0.34
H (1.0515, -3.2781, 1.7830)  0.15
H (1.2818, -4.8061, 0.9482)  0.50
H (2.4490, -2.0810, 0.3446)  0.04
H (2.4475, -3.3563, -0.9107)  0.44
H (7.2282, -4.4698, 0.7066)  0.35
H (6.2568, -4.0123, 2.1174)  0.31
H (5.9370, -5.5291, 1.3024)  0.29
H (5.1887, -1.3014, 0.5538)  0.38
H (6.4624, -1.7849, -0.6083)  0.39
H (4.7915, -1.5101, -1.1522)  0.29
H (4.1207, -5.4148, -1.5649)  0.32
H (4.7599, -4.0088, -2.4561)  0.34
H (5.8585, -5.1654, -1.7236)  0.38
H (1.1860, -0.3787, -0.4090)  0.31
H (-1.4716, 2.0733, 0.1265)  0.27
C (-8.4266, -3.0043, 4.8062)  -0.88
C (-8.5938, -4.4453, 4.3433)  -0.35
C (-9.8676, -5.1043, 4.8862)  -0.47
C (-9.8712, -5.1484, 6.3482)  0.25
N (-9.8678, -5.1666, 7.4925)  -0.42
H (-8.3329, -2.9447, 5.8912)  0.33
H (-7.5314, -2.5671, 4.3759)  -0.01
H (-9.2793, -2.3921, 4.5047)  0.36
H (-7.7268, -5.0320, 4.6525)  0.25
H (-8.6293, -4.4803, 3.2529)  0.32
H (-9.9605, -6.1267, 4.5181)  0.30
H (-10.7508, -4.5520, 4.5604)  0.28
C (-0.1195, 8.9401, 0.9799)  -1.00
C (0.7215, 9.8332, 0.0758)  -0.40
C (0.3798, 9.6625, -1.4095)  -0.52
C (0.6113, 8.2908, -1.8590)  0.26
N (0.8012, 7.2180, -2.2092)  -0.41
H (0.0548, 7.8843, 0.7670)  0.22
H (0.1288, 9.1112, 2.0269)  0.33
H (-1.1847, 9.1405, 0.8503)  0.30
H (1.7806, 9.6180, 0.2269)  0.30
H (0.5674, 10.8796, 0.3434)  0.30
H (0.9861, 10.3269, -2.0259)  0.30
H (-0.6688, 9.9064, -1.5893)  0.28
C (6.4034, 1.2022, -3.7462)  -1.19
C (6.7389, 1.7294, -2.3564)  -0.20
C (8.2462, 1.8754, -2.1204)  -0.41
C (8.9305, 0.5879, -2.2394)  0.23
N (9.4482, -0.4303, -2.3134)  -0.44
H (6.8166, 0.2045, -3.9015)  0.34
H (5.3238, 1.1383, -3.8805)  0.31
H (6.7997, 1.8585, -4.5232)  0.36
H (6.3230, 1.0594, -1.6014)  0.12
H (6.2671, 2.7028, -2.2134)  0.31
H (8.4439, 2.2696, -1.1231)  0.29
H (8.6827, 2.5661, -2.8440)  0.29

Computed properties:
Gap between HOMO and LUMO = 8.52 eV
Structure (SMILES) = Cc1ccc(C(C)C)c(OC[C@@](CCCC(=O)O)(OC(=O)CCO[Si](C)(C)C)P(O)Cl)c1.CCCC#N.CCCC#N.CCCC#N
Energy relative to the best compared isomer or geometry (same formula, charge and spin) = 0.00 kcal/mol

Here is 2 unconnected molecules or ions with the total composition C2H9N2 from OMol25. Energies are from ωB97M-V/def2-TZVPD.

Each line ends with the Mulliken charge.
Atoms and positions in Å:
N (-0.9226, 1.5009, 1.2118)  -0.86
H (-0.5570, 0.1797, 0.5820)  0.47
H (-1.9404, 1.4068, 1.0579)  0.32
H (-0.8390, 1.5385, 2.2032)  0.29
H (-0.4278, 2.2741, 0.8685)  0.27
C (1.3958, 0.0611, -1.0957)  -0.77
C (0.5894, -0.9735, -0.7856)  -0.08
N (-0.5547, -0.9300, 0.1519)  -0.44
H (1.6080, 0.8773, -0.5694)  0.39
H (2.0650, -0.2644, -1.8689)  0.25
H (0.4674, -1.8349, -1.3946)  0.39
H (-0.5099, -1.3998, 1.0902)  0.39
H (-1.4367, -1.2987, -0.2271)  0.37

Computed properties:
Gap between HOMO and LUMO = 11.52 eV
Total charge = +1
Energy relative to the best compared isomer or geometry (same formula, charge and spin) = 35.33 kcal/mol

Here is 2 unconnected molecules or ions with the total composition C5H12OS from OMol25. Energies are from ωB97M-V/def2-TZVPD.

Each line ends with the Mulliken charge.
Atoms and positions in Å:
C (-0.3892, 2.1367, 0.7149)  -0.32
O (-0.0573, 1.1907, 1.7511)  -0.55
C (-1.3593, 1.4814, -0.2294)  0.25
C (-2.5696, 2.0269, -0.5159)  -0.86
H (0.5205, 2.4081, 0.1775)  0.25
H (-0.8197, 3.0358, 1.0785)  0.39
H (0.4135, 1.6351, 2.4746)  0.30
H (-1.0267, 0.5100, -0.7162)  0.03
H (-3.3204, 1.5839, -1.1753)  0.27
H (-2.9146, 2.9362, -0.0377)  0.25
C (2.3180, -2.3728, -0.6949)  -1.20
C (0.9847, -1.6909, -0.3828)  -0.27
S (-0.2529, -2.9501, 0.1366)  0.27
H (2.2088, -3.1518, -1.4658)  0.37
H (2.7088, -2.9490, 0.1837)  0.36
H (3.0265, -1.6269, -1.0163)  0.35
H (1.0939, -0.9264, 0.3700)  0.37
H (0.6090, -1.2169, -1.2588)  0.43
H (-1.1741, -2.0599, 0.6060)  0.31

Computed properties:
Gap between HOMO and LUMO (alpha / beta) = 8.98 / 3.90 eV
Multiplicity = 2
⟨S²⟩ = 0.753
Total charge = +1
Energy relative to the best compared isomer or geometry (same formula, charge and spin) = 38.49 kcal/mol

> Which of these has the highest energy relative to the best compared isomer or geometry (same formula, charge and spin)?

C5H12OS

> Which value of energy relative to the best compared isomer or geometry (same formula, charge and spin) does entry 2 give?

35.33 kcal/mol